[1]
A structure of composition C28H47NO2P2Sm at a distorted geometry, computed with ωB97M-V/def2-TZVPD.

Each line ends with the Mulliken charge.
Atoms and positions in Å:
Sm1 0.82818 0.50344 -0.19640  0.72
C1 0.29098 2.30699 1.35102  0.75
C2 -0.90320 1.49765 1.50890  0.83
C3 0.87137 0.28858 2.38146  0.50
C4 1.39927 1.54897 1.91145  0.28
C5 -0.54980 0.26747 2.16482  0.75
C6 0.35337 3.69253 0.80656  -1.36
H1 -0.37467 3.85531 -0.01013  0.29
H2 1.35672 3.87798 0.38052  0.36
H3 0.17870 4.44938 1.59520  0.33
C7 2.84855 1.88310 1.84159  -1.28
H4 3.00668 2.87281 1.40497  0.35
H5 3.41362 1.17094 1.20129  0.25
H6 3.30291 1.86497 2.84886  0.43
C8 1.67032 -0.72833 3.13803  -1.47
H7 2.10435 -0.30374 4.06277  0.31
H8 2.49527 -1.11646 2.52728  0.27
H9 1.04993 -1.58798 3.41823  0.37
C9 -1.50234 -0.64214 2.87790  -1.90
H10 -1.71072 -0.30523 3.91082  0.32
H11 -1.10150 -1.66161 2.93571  0.46
H12 -2.46882 -0.71900 2.36624  0.40
C10 -2.30025 2.00440 1.36343  -1.61
H13 -2.64832 2.46492 2.31130  0.35
H14 -2.98746 1.17490 1.12438  0.31
H15 -2.37623 2.75758 0.56852  0.34
C11 -0.13145 0.00720 -2.73958  0.05
C12 -0.89796 1.06506 -2.39515  -0.70
C13 -2.39113 0.95776 -2.32072  -1.06
C14 -2.95172 -0.41084 -1.81620  -1.08
C15 -2.19632 -1.03104 -0.70085  0.26
C16 -1.14597 -1.86843 -0.83722  -0.99
C17 -0.63543 -2.40081 -2.16122  0.02
C18 -0.58691 -1.30366 -3.26935  -1.40
H16 -2.82142 1.09889 -3.33054  0.49
H17 -3.06323 -1.13441 -2.64350  0.21
H18 -2.75605 1.78201 -1.69176  0.41
H19 -1.53559 -1.19761 -3.82943  0.34
H20 0.97244 0.02164 -2.71372  1.01
H21 -0.47300 2.07782 -2.35614  0.68
H22 0.19915 -1.59388 -3.98099  0.67
H23 0.40003 -2.76923 -2.02882  0.35
H24 -0.76228 -2.41253 0.03701  0.61
H25 -1.21305 -3.26908 -2.52984  -0.32
H26 -3.97493 -0.19964 -1.46755  0.52
H27 -2.62192 -0.85114 0.29280  0.39
P1 -1.80648 -5.99214 -3.87483  0.46
P2 -2.23385 -8.33809 -2.08713  0.20
C19 -2.47586 -7.50584 -4.75710  -0.84
C20 -2.19611 -8.75688 -3.91608  -0.95
H28 -1.99223 -7.57329 -5.74207  0.45
H29 -3.55574 -7.35865 -4.91522  0.42
H30 -2.93569 -9.54639 -4.10612  0.48
H31 -1.19446 -9.16045 -4.13068  0.42
C21 -1.68712 -9.96290 -1.43329  -1.12
H32 -1.80867 -9.95510 -0.34419  0.37
H33 -0.62389 -10.09834 -1.66422  0.34
H34 -2.26494 -10.78869 -1.86464  0.31
C22 -4.06171 -8.50110 -1.85102  -1.10
H35 -4.42868 -9.41432 -2.33829  0.34
H36 -4.57970 -7.62570 -2.26434  0.26
H37 -4.27009 -8.54843 -0.77397  0.38
C23 -0.38623 -5.64757 -4.99802  -1.17
H38 0.03621 -4.66530 -4.74969  0.25
H39 -0.71228 -5.66410 -6.04659  0.37
H40 0.38914 -6.41059 -4.84362  0.34
C24 -3.03899 -4.74568 -4.42577  -0.85
H41 -3.99272 -4.93923 -3.91835  0.28
H42 -3.18789 -4.79542 -5.51060  0.41
H43 -2.69094 -3.74462 -4.13966  0.04
O1 2.70361 3.11712 -0.90817  -0.60
C25 2.83352 2.68504 -2.06872  0.20
C26 3.64033 3.41081 -3.14068  -0.52
C27 3.26625 2.68487 -4.41488  -0.40
C28 2.57589 1.38120 -3.92956  0.11
O2 2.32458 0.39189 -4.63280  -0.64
N1 2.30813 1.51544 -2.54553  -0.15
H44 3.40935 4.47220 -3.14293  0.32
H45 4.70553 3.27433 -2.90566  0.28
H46 2.52974 3.24073 -5.02871  0.23
H47 4.16395 2.44535 -5.01908  0.28

Forces on atoms 1 to 2 (eV/Å):
Sm 0.5 -0.3 -2.1
C -0.2 -1.1 1.4

Summary:
HOMO level (alpha / beta) = -9.1 / -9.1 eV
Molar mass = 642.0 u
Total charge = +1
Orbital gap (alpha / beta) = 4.65 / 5.40 eV
Multiplicity = 6


[2]
A structure of composition C28H48Cl12MgO16S at a distorted geometry, computed with ωB97M-V/def2-TZVPD.

Each line ends with the Mulliken charge.
Atoms and positions in Å:
Mg1 1.78817 -1.26013 0.26161  2.36
S1 0.47776 0.89481 0.29283  0.52
O1 1.92807 0.57835 0.30158  -0.20
O2 0.09054 1.70261 1.43353  0.13
O3 -0.00462 1.40500 -0.98711  -0.27
O4 0.06504 -0.56188 0.45149  -1.40
C1 -3.29211 -4.98977 -0.70144  -1.14
C2 -1.94302 -5.31478 -0.06776  0.39
C3 -0.93050 -5.95914 -1.02702  -0.48
O5 0.27272 -5.23740 -0.77291  -0.39
C4 0.01713 -4.19158 -0.01916  0.07
O6 0.80497 -3.36659 0.34063  -0.61
O7 -1.26815 -4.12042 0.33100  -0.04
H1 -3.38011 -4.09839 -1.32244  0.16
H2 -4.00325 -4.87076 0.11518  0.35
H3 -3.55939 -5.81433 -1.36735  0.42
H4 -2.10557 -5.99864 0.76812  0.23
H5 -1.27621 -5.76937 -2.04812  0.24
H6 -0.78154 -7.02959 -0.92101  0.30
C5 3.12549 -1.65221 6.61533  -1.50
C6 1.83848 -1.50714 5.82004  0.33
C7 1.55497 -0.06251 5.37118  -0.49
O8 1.36391 -0.18202 3.96332  0.07
C8 1.75299 -1.39473 3.54064  -0.04
O9 1.86259 -1.74187 2.40198  -0.85
O10 2.05079 -2.18459 4.55666  -0.44
H7 3.17238 -2.66337 7.01688  0.39
H8 3.07031 -0.94488 7.44680  0.40
H9 4.01094 -1.42564 6.02667  0.35
H10 1.01785 -2.05545 6.27983  0.40
H11 2.33181 0.62488 5.69250  0.28
H12 0.60913 0.23043 5.82590  0.22
C9 -1.89441 1.96716 -4.86040  -1.50
C10 -0.44345 1.89294 -4.41618  2.64
C11 0.04068 0.45414 -4.23960  1.07
O11 1.20713 0.39163 -5.06793  -0.35
C12 1.40276 1.57942 -5.70174  0.42
O12 2.33066 1.83689 -6.40331  -0.58
O13 0.38788 2.40473 -5.46394  -0.41
H13 -2.57919 1.51506 -4.14202  0.16
H14 -2.00028 1.42740 -5.80240  0.45
H15 -2.18802 3.00941 -4.98072  0.39
H16 -0.19927 2.48074 -3.53051  -1.54
H17 -0.70915 -0.28300 -4.53931  0.15
H18 0.33769 0.24537 -3.20912  -1.07
C13 -0.35012 -3.61133 -5.52028  -1.34
C14 0.86539 -3.51659 -4.58486  0.55
C15 1.91624 -2.50980 -5.05280  -0.73
O14 2.20752 -1.81189 -3.84168  -0.23
C16 1.34625 -2.10361 -2.89461  0.05
O15 1.33934 -1.71142 -1.76917  -0.26
O16 0.48973 -3.07994 -3.29637  0.02
H19 -0.84669 -4.57325 -5.38088  0.39
H20 -0.12655 -3.33076 -6.54410  0.35
H21 -1.13448 -2.95872 -5.12143  0.26
H22 1.27605 -4.52887 -4.56153  0.33
H23 1.62313 -1.91089 -5.91328  0.33
H24 2.81811 -3.03094 -5.37254  0.40
Cl1 -2.20188 4.91285 -1.99672  -0.20
C17 -2.38330 3.53698 -0.90396  1.04
C18 -1.96505 3.79579 0.53315  0.82
Cl2 -3.06937 4.94842 1.31415  -0.16
H25 -1.87795 2.68553 -1.34923  -1.09
H26 -3.44720 3.31146 -0.84402  0.54
H27 -0.92613 4.06748 0.69420  -0.08
H28 -2.14923 2.88890 1.10786  -0.84
Cl3 -3.20623 -2.17706 2.20492  -0.20
C19 -1.75389 -1.10337 2.19752  1.45
C20 -1.83572 -0.07186 3.31621  0.80
Cl4 -3.09044 1.14615 3.03746  -0.18
H29 -1.71532 -0.59551 1.23997  -1.82
H30 -0.86884 -1.72945 2.26593  -0.04
H31 -0.82379 0.33541 3.40552  -1.00
H32 -2.01530 -0.48696 4.30759  0.64
Cl5 3.48142 3.62771 -3.35982  -0.17
C21 2.78609 3.09176 -1.84294  0.42
C22 1.56884 3.97327 -1.46961  1.36
Cl6 2.03152 5.67922 -1.50289  -0.20
H33 3.50943 3.12467 -1.03076  0.29
H34 2.45865 2.07998 -2.06936  -0.39
H35 1.22352 3.68349 -0.48126  -0.79
H36 0.81259 3.75035 -2.21736  -0.50
Cl7 -0.70841 5.34134 3.55564  -0.15
C23 -1.15547 3.63714 3.89411  0.55
C24 -1.11869 3.36637 5.37982  -0.48
Cl8 0.53035 3.16169 6.01539  -0.18
H37 -0.42929 3.03479 3.34989  -0.62
H38 -2.13706 3.37254 3.50467  0.22
H39 -1.66194 2.43710 5.56686  0.19
H40 -1.67529 4.12731 5.92251  0.49
Cl9 -2.59223 -2.46982 -2.27298  -0.49
C25 -1.85542 -1.17403 -1.23604  2.60
C26 -2.87785 -0.20693 -0.73805  1.14
Cl10 -3.83136 0.54363 -2.06225  -0.21
H41 -1.09442 -0.66769 -1.82895  -1.27
H42 -1.24300 -1.64555 -0.46795  -0.71
H43 -2.37253 0.58170 -0.17845  -0.99
H44 -3.62531 -0.63250 -0.07096  0.48
Cl11 4.43186 1.65620 4.02470  -0.22
C27 3.52369 2.03622 2.54746  0.70
C28 2.68030 3.27391 2.70726  1.20
Cl12 3.70849 4.71705 2.93573  -0.23
H45 2.91283 1.14985 2.38170  -0.83
H46 4.19822 1.99135 1.69344  0.35
H47 2.02281 3.11726 3.55991  -0.32
H48 2.04882 3.49309 1.85137  -0.63

Forces on atoms 1 to 2 (eV/Å):
Mg -0.5 -2.5 0.3
S -1.3 -0.8 0.0

Summary:
HOMO level = -9.8 eV
Molar mass = 1122.5 u
Energy relative to the best compared isomer or geometry (same formula, charge and spin) = 0.000 eV
Orbital gap = 9.12 eV


[3]
A cluster of 7 separate species, C28H48O11 in total at a distorted geometry, computed with ωB97M-V/def2-TZVPD.

Each line ends with the Mulliken charge.
Atoms and positions in Å:
C1 -15.35137 -36.67091 -6.18316  -0.70
C2 -16.73767 -36.28783 -5.71577  -0.38
C3 -16.37529 -35.01676 -4.80752  -0.51
O1 -14.99663 -34.86719 -4.88840  -0.49
C4 -14.66484 -35.33408 -6.15772  1.07
H1 -15.39648 -37.14148 -7.16531  0.30
H2 -14.95226 -37.48131 -5.57320  0.42
H3 -17.19827 -37.05649 -5.09519  0.33
H4 -17.38153 -35.96323 -6.53319  0.08
H5 -16.41995 -35.14920 -3.72653  0.36
H6 -16.95219 -34.14464 -5.11521  0.22
H7 -13.58672 -35.45235 -6.26623  -0.15
H8 -14.99350 -34.64085 -6.93201  -0.57
C5 -11.55375 -34.76272 -8.00239  -0.59
C6 -11.81998 -35.62688 -9.13247  -0.59
C7 -12.80396 -34.72936 -9.98990  -0.39
O2 -13.36086 -33.84334 -9.08515  -0.17
C8 -12.41031 -33.50768 -8.07850  -0.55
H9 -10.52789 -34.39433 -8.00330  0.36
H10 -11.79808 -35.20721 -7.03758  0.26
H11 -12.41249 -36.49235 -8.83585  0.19
H12 -10.92648 -35.95221 -9.66530  0.33
H13 -13.56975 -35.18494 -10.61767  0.34
H14 -12.26236 -34.11723 -10.71106  0.22
H15 -12.90381 -33.28964 -7.13139  0.33
H16 -11.82766 -32.63181 -8.36394  0.32
C9 -21.73051 -33.61759 -12.13982  -0.55
C10 -21.81198 -32.66557 -10.98561  -0.55
C11 -20.63970 -33.04445 -10.07057  -0.15
O3 -19.99081 -34.11414 -10.70763  -0.37
C12 -20.20132 -33.89816 -12.11077  -0.29
H17 -22.02447 -33.05015 -13.02282  0.29
H18 -22.35016 -34.49267 -11.94393  0.29
H19 -22.72895 -32.69697 -10.39715  0.32
H20 -21.70255 -31.63038 -11.30888  0.19
H21 -21.06074 -33.44354 -9.14778  0.35
H22 -19.87632 -32.27215 -9.97626  -0.02
H23 -19.95417 -34.75278 -12.74057  0.40
H24 -19.59853 -33.12847 -12.59277  0.09
O4 -12.23509 -29.52847 -8.13147  -0.60
C13 -12.94859 -29.30450 -9.11860  0.42
O5 -13.63542 -30.30512 -9.80167  -0.25
C14 -14.27270 -29.87358 -10.99602  0.18
C15 -13.63929 -28.37963 -11.27952  -0.54
C16 -12.95517 -27.98587 -10.00881  -0.48
H25 -15.34100 -29.88172 -10.77978  0.00
H26 -14.19396 -30.53160 -11.86142  0.10
H27 -14.47371 -27.70416 -11.46816  0.23
H28 -12.91500 -28.30793 -12.09092  0.38
H29 -13.42691 -27.22442 -9.38772  0.31
H30 -11.95922 -27.62841 -10.27033  0.25
O6 -19.03322 -26.21745 -14.46232  -0.61
C17 -18.75090 -27.23364 -13.81192  0.47
O7 -18.10593 -28.23941 -14.48877  -0.35
C18 -18.02603 -29.33293 -13.57074  0.08
C19 -19.05632 -29.05026 -12.44735  -0.21
C20 -18.97700 -27.59941 -12.33367  -0.61
H31 -17.03684 -29.32274 -13.11303  -0.07
H32 -18.26127 -30.30122 -14.01252  0.30
H33 -18.87722 -29.56298 -11.50229  0.17
H34 -20.06531 -29.34334 -12.73743  0.22
H35 -18.16973 -27.34428 -11.64714  0.29
H36 -19.82490 -27.11750 -11.84694  0.34
O8 -15.68898 -33.14931 -16.88320  -0.62
C21 -14.96920 -33.42931 -15.96268  0.41
O9 -13.80327 -33.97095 -16.20285  -0.34
C22 -13.18654 -34.33939 -14.94848  -0.57
C23 -14.11141 -34.13121 -13.83308  0.24
C24 -15.27846 -33.35912 -14.47266  0.26
H37 -12.22842 -33.83481 -14.82391  0.34
H38 -12.99735 -35.41285 -14.94699  0.24
H39 -13.59758 -33.53915 -13.07575  -0.15
H40 -14.58403 -35.02243 -13.42020  0.22
H41 -15.42840 -32.39334 -13.99008  -0.13
H42 -16.21625 -33.90029 -14.34695  0.13
O10 -16.49499 -31.94170 -11.92011  -0.37
C25 -16.62240 -32.46854 -10.80880  0.20
O11 -16.87402 -31.73738 -9.67752  -0.42
C26 -16.96040 -32.60282 -8.49510  -0.56
C27 -16.93081 -33.99036 -9.06089  0.28
C28 -16.68249 -33.91275 -10.52687  0.16
H43 -17.82459 -32.33030 -7.88929  0.31
H44 -16.03622 -32.46495 -7.93387  0.36
H45 -17.79057 -34.60895 -8.80352  0.47
H46 -16.18557 -34.63242 -8.59132  -0.60
H47 -17.60480 -34.31423 -10.94670  0.11
H48 -15.82363 -34.49444 -10.86170  -0.02

Forces on atoms 1 to 2 (eV/Å):
C -0.9 -1.0 -1.5
C 0.1 1.1 1.6

Summary:
HOMO level = -9.9 eV
Molar mass = 560.7 u
Energy relative to the best compared isomer or geometry (same formula, charge and spin) = 1.344 eV
Orbital gap = 10.21 eV
SMILES = O=C1CCCO1.O=C1CCCO1.O=C1CCCO1.O=C1CCCO1.C1CCOC1.C1CCOC1.C1CCOC1